Run w
18
Properties=species:S:1:pos:R:3:mulliken_charge:R:1 method="wB97M-V/def2-TZVPD" lumo_energy_ev=0.6 homo_lumo_gap_ev=10.209
C -1.21 2.57 1.12 -0.9718
C -0.13 2.10 0.29 0.6031
N 0.81 1.90 -0.35 -0.5645
H -0.99 3.59 1.45 0.3424
H -2.14 2.56 0.55 0.2965
H -1.31 1.92 1.99 0.3161
N -1.52 -1.49 -1.11 -0.4131
C -0.98 -1.11 0.07 0.7033
O -0.73 -1.84 0.99 -0.5760
H -1.43 -0.87 -1.90 0.2396
H -1.48 -2.47 -1.32 0.2377
H -0.96 0.01 0.17 -0.2716
C 2.18 -1.42 -0.20 -0.6671
O 1.30 -0.76 -1.08 -0.4770
H 2.01 -1.14 0.85 0.2633
H 2.05 -2.50 -0.25 0.2535
H 3.23 -1.26 -0.42 0.3002
H 1.31 0.21 -0.88 0.3855

---

Run x
18
Properties=species:S:1:pos:R:3:mulliken_charge:R:1 method="wB97M-V/def2-TZVPD" lumo_energy_ev=0.1 homo_lumo_gap_ev=9.536
C -2.33 -0.91 -0.28 -0.9755
C -1.09 -0.59 0.50 -0.4137
C 1.05 0.18 -0.65 -0.6126
C 1.96 0.68 0.33 -0.3263
H -1.74 -1.63 -0.92 0.2794
H -3.38 -1.36 0.22 0.2529
H -2.68 -0.04 -0.80 0.3080
H -1.51 -0.20 1.54 0.3055
H -0.31 -1.48 0.62 0.2871
H 1.36 -0.89 -0.87 0.2902
H 1.26 0.64 -1.58 0.3054
H 1.63 0.74 1.62 0.2163
H 2.04 1.98 0.19 0.2607
H 3.25 -1.03 0.64 0.3620
N -0.25 0.42 -0.26 0.7386
N -0.73 1.67 -0.44 -0.2700
O 3.19 -0.01 -0.08 -0.5533
O -1.72 1.83 0.25 -0.4547

---

Stability check: which of them is least stable? run x.